Record 1
# C17H30F6N6O8

A 5-piece molecular cluster, C17H30F6N6O8 overall at a distorted geometry (ωB97M-V/def2-TZVPD, the Open Molecules 2025 dataset).

Summary:
highest occupied orbital energy: -9.56 eV
Kohn-Sham gap: 10.00 eV
SMILES string: O=C(F)NC(=O)N(C(=O)O)C(F)(F)C(F)(F)F.CNC(C)=O.CNC(C)=O.CNC(C)=O.CNC(C)=O
2S+1: 1

Element x y z (Å)
O 2.4697 -5.0884 2.2044
C 2.1408 -4.0571 1.6180
F 2.9316 -3.4643 0.7608
N 0.9509 -3.3300 1.8272
C 0.0000 -3.6750 0.8729
O 0.1974 -4.3448 -0.1248
N -1.3319 -3.2669 1.1809
C -1.5229 -2.4217 2.3412
O -1.1262 -2.6599 3.4475
O -2.2392 -1.3351 1.9951
C -2.3147 -4.3220 1.0990
F -2.6228 -4.5742 -0.1489
F -3.4032 -3.8722 1.7085
C -1.9712 -5.6777 1.7665
F -1.4081 -5.4728 2.9306
F -1.1759 -6.3816 1.0066
F -3.1115 -6.3377 1.9294
H 1.1594 -2.3151 1.7886
H -2.9620 -1.2954 2.6194
C -1.1758 -1.5452 -3.7594
N -0.6979 -1.4721 -2.3917
C -0.0610 -0.4415 -1.7892
C 0.2134 0.7880 -2.6241
O 0.2671 -0.5127 -0.6128
H -2.2566 -1.7000 -3.7470
H -0.7102 -2.3833 -4.2799
H -0.9577 -0.6279 -4.2932
H -0.8472 -2.2627 -1.7875
H 0.7209 1.5174 -2.0013
H 0.8528 0.5424 -3.4720
H -0.7147 1.2253 -2.9975
C 2.1668 2.2423 4.5335
N 1.9398 0.8587 4.1565
C 1.5792 0.3919 2.9441
C 1.3542 1.3776 1.8355
O 1.4309 -0.8165 2.7636
H 3.1898 2.3717 4.8896
H 1.4834 2.5318 5.3337
H 2.0128 2.8959 3.6822
H 2.0581 0.1424 4.8546
H 1.1176 0.7943 0.9489
H 0.5300 2.0511 2.0748
H 2.2521 1.9654 1.6475
C -4.6333 0.0805 -1.3329
N -3.9052 1.0583 -2.1211
C -4.1776 1.5086 -3.3746
C -5.3937 0.9461 -4.0716
O -3.4507 2.3333 -3.9030
H -4.9815 0.5294 -0.4010
H -3.9831 -0.7618 -1.0860
H -5.4914 -0.2897 -1.8814
H -3.0830 1.4758 -1.7164
H -5.4653 1.4028 -5.0522
H -5.3074 -0.1344 -4.1909
H -6.3009 1.1711 -3.5105
C 6.1535 4.3254 -0.6165
N 5.1187 3.9423 0.3282
C 3.8125 4.3046 0.3370
C 3.3375 5.2244 -0.7616
O 3.0569 3.8924 1.2052
H 6.5659 3.4413 -1.1042
H 6.9630 4.8435 -0.1007
H 5.7505 4.9835 -1.3767
H 5.3708 3.3281 1.0850
H 2.2805 5.4153 -0.6146
H 3.8748 6.1723 -0.7318
H 3.4804 4.7647 -1.7397

Atomic partial charges in e from the natural (NBO) method, atoms 1 to 8:
1 O -0.5268
2 C 0.9895
3 F -0.3033
4 N -0.7415
5 C 0.8181
6 O -0.5684
7 N -0.5809
8 C 0.9012

***

Record 2
# C17H30N2O3

One molecule with the formula C17H30N2O3 (ωB97M-V/def2-TZVPD, the Open Molecules 2025 dataset).

Summary:
highest occupied orbital energy: -8.29 eV
Kohn-Sham gap: 8.96 eV
SMILES string: CCCCC[C@@H](O)CCC(=O)NNC1=CC(=O)CC(C)(C)C1
energy relative to the best compared isomer or geometry (same formula, charge and spin): 0.3 kcal/mol
2S+1: 1

Element x y z (Å)
C 6.7271 0.0960 -1.5453
C 5.8568 0.5412 -0.3769
C 4.6248 -0.3468 -0.2200
C 3.7464 0.0914 0.9496
C 2.5232 -0.8128 1.1016
C 1.6035 -0.3910 2.2526
O 0.9226 0.8171 1.9430
C 0.5740 -1.4913 2.5433
C -0.4579 -1.1232 3.6269
C -1.8144 -0.8285 3.0135
O -2.8279 -1.4654 3.2245
N -1.7903 0.2447 2.1946
N -2.8943 0.5906 1.4200
C -2.8032 0.6582 0.0600
C -1.6237 0.6559 -0.6047
C -1.5220 0.8307 -2.0314
O -0.4570 0.7777 -2.6250
C -2.8235 1.1144 -2.7607
C -4.0350 0.4327 -2.1197
C -5.3141 0.8669 -2.8387
C -3.8960 -1.0880 -2.2154
C -4.1074 0.8653 -0.6481
H 7.0707 -0.9255 -1.3976
H 6.1645 0.1363 -2.4752
H 7.5976 0.7405 -1.6420
H 6.4431 0.5127 0.5448
H 5.5397 1.5746 -0.5357
H 4.0383 -0.3154 -1.1407
H 4.9425 -1.3802 -0.0642
H 3.4393 1.1282 0.7813
H 4.3308 0.0673 1.8733
H 1.9453 -0.8063 0.1738
H 2.8589 -1.8356 1.2785
H 2.2080 -0.2229 3.1597
H 1.5198 1.3894 1.4493
H 0.0571 -1.7404 1.6141
H 1.1280 -2.3760 2.8573
H -0.5891 -1.9499 4.3240
H -0.1202 -0.2486 4.1834
H -0.9176 0.7267 2.0005
H -3.7493 0.2293 1.8314
H -0.6915 0.4876 -0.0878
H -2.9651 2.1997 -2.7468
H -2.7109 0.8111 -3.8030
H -5.4371 1.9471 -2.7945
H -5.2791 0.5703 -3.8841
H -6.1856 0.4032 -2.3813
H -4.7543 -1.5796 -1.7620
H -3.8366 -1.3954 -3.2566
H -2.9959 -1.4275 -1.7093
H -4.3626 1.9290 -0.5987
H -4.9003 0.3147 -0.1355

Atomic partial charges in e from the natural (NBO) method, atoms 1 to 8:
1 C -0.5999
2 C -0.3874
3 C -0.3887
4 C -0.3880
5 C -0.4237
6 C 0.1129
7 O -0.7537
8 C -0.4108

***

Record 3
# C17H30N4O4

A 2-piece molecular cluster, C17H30N4O4 overall at a distorted geometry (ωB97M-V/def2-TZVPD, the Open Molecules 2025 dataset).

Summary:
highest occupied orbital energy: -8.97 eV
Kohn-Sham gap: 9.49 eV
SMILES string: [H]/N=C/C[C@H](C#N)[C@H](C#N)CCOC(=O)CC.COCCNCCOC
energy relative to the best compared isomer or geometry (same formula, charge and spin): 0.0 kcal/mol
2S+1: 1

Element x y z (Å)
H -0.8966 6.1271 0.0307
N -1.1700 5.6015 0.8510
C -0.1758 5.4121 1.5980
C -0.3372 4.6570 2.8716
C -1.0281 3.3160 2.6237
C -1.8831 2.9891 3.7477
N -2.6176 2.7633 4.6150
C -0.0707 2.1448 2.3925
C 0.7178 1.8855 3.5740
N 1.3597 1.5449 4.4861
C 0.8399 2.3296 1.1742
C 0.2706 1.6166 -0.0159
O -0.8735 2.3659 -0.4315
C -1.3336 1.9152 -1.6542
O -0.7559 2.1874 -2.6782
C -2.5778 1.1020 -1.5681
C -3.7005 1.9929 -1.0403
H 0.7979 5.7929 1.3132
H -1.0048 5.2496 3.4773
H 0.5876 4.5705 3.4213
H -1.6787 3.4313 1.7732
H -0.6784 1.2744 2.2114
H 0.9416 3.3650 0.8838
H 1.8301 1.9525 1.3605
H 0.9906 1.5490 -0.8190
H -0.0172 0.6022 0.2393
H -2.3745 0.3246 -0.8451
H -2.7757 0.6680 -2.5306
H -4.1244 2.6268 -1.8016
H -3.3097 2.5840 -0.2299
H -4.4998 1.4033 -0.6243
C 3.2048 -2.9377 -3.1969
O 2.4460 -4.0999 -2.9214
C 2.9071 -4.8412 -1.7970
C 1.8867 -4.8045 -0.6806
N 1.7962 -3.4713 -0.0985
C 0.6933 -3.2997 0.8426
C -0.7284 -3.4015 0.2993
O -1.0797 -2.3559 -0.5908
C -0.7471 -2.5805 -1.9516
H 2.8318 -2.5164 -4.1286
H 3.0968 -2.1861 -2.4069
H 4.2643 -3.1786 -3.3227
H 3.8759 -4.4707 -1.4532
H 3.0364 -5.8772 -2.1223
H 2.1843 -5.5128 0.0974
H 0.9279 -5.1394 -1.0991
H 1.6920 -2.7970 -0.8446
H 0.8050 -2.3088 1.2910
H 0.8107 -4.0247 1.6531
H -1.4078 -3.3075 1.1507
H -0.9362 -4.3765 -0.1548
H -0.7862 -3.6377 -2.2213
H 0.2430 -2.1790 -2.1847
H -1.4690 -2.0406 -2.5654

Atomic partial charges in e from the natural (NBO) method, atoms 1 to 8:
1 H 0.3458
2 N -0.6078
3 C 0.1299
4 C -0.4762
5 C -0.3146
6 C 0.2803
7 N -0.2987
8 C -0.3220

***

Record 4
# C17H30NO4P

C17H30NO4P as an isolated structure at a distorted geometry (ωB97M-V/def2-TZVPD, the Open Molecules 2025 dataset).

Summary:
highest occupied orbital energy: -8.17 eV
Kohn-Sham gap: 8.76 eV
energy relative to the best compared isomer or geometry (same formula, charge and spin): 351.3 kcal/mol
2S+1: 1

Element x y z (Å)
C -6.4732 -1.6330 0.1729
C -5.0738 -2.2520 -0.4363
C -3.8331 -1.6957 0.3160
C -3.6297 -0.3378 0.1231
H -4.4334 0.1464 0.4439
H -3.6569 -0.1618 -0.8668
O -2.5660 -0.0694 0.9695
P -1.1164 -0.0052 -0.1309
O -1.2803 0.1888 -1.5563
O -0.2257 1.0468 0.7638
C 0.5243 2.1862 0.0795
C 0.2221 3.5242 0.3980
C -0.7576 3.9495 -0.3996
C -2.1236 3.5647 -0.0818
H -2.1531 2.4595 -0.6683
H -2.9794 4.0285 -0.5027
H -2.3707 3.2413 0.9865
H -0.8705 5.1160 0.1329
H -0.4072 4.2487 -1.4096
H 0.0427 3.4595 1.6787
H 1.2087 3.9853 0.2903
H 1.4982 1.7949 0.4418
H 0.4068 1.9862 -0.9581
H -3.1863 -2.3058 0.1787
H -4.1309 -1.8132 1.1664
H -5.2102 -3.3074 -0.3710
H -5.0923 -2.1718 -1.4889
H -7.3396 -1.8957 -0.4692
H -6.6167 -0.5929 0.0520
H -6.6065 -1.8769 1.2213
C -0.2607 -1.5342 0.3547
C 1.1716 -1.4399 0.1424
C 1.7961 -1.0878 -0.9485
C 3.0896 -0.9840 -1.1198
C 3.9281 -0.9122 0.0217
C 3.4249 -0.9340 1.2999
C 2.0636 -1.4047 1.2068
H 1.6226 -1.6068 2.6201
H 3.9671 -1.1036 2.1723
N 5.1798 -0.4018 0.0012
C 5.9672 -0.4525 -1.2404
H 5.7067 -1.2271 -1.7512
H 6.8313 -0.1268 -1.2613
H 5.3279 0.2743 -1.9272
C 6.0761 -0.7264 0.9444
H 7.3587 -0.6179 0.7136
H 6.0046 -0.2626 1.9102
H 6.2778 -1.9822 1.3753
H 3.5236 -0.5577 -2.1862
H 1.0138 -1.0478 -1.8037
O -0.7809 -2.5624 -0.5098
H -0.7213 -2.2147 -1.4114
H -0.3380 -1.8949 1.3212

Atomic partial charges in e from the natural (NBO) method, atoms 1 to 8:
1 C -0.6313
2 C -0.3794
3 C -0.3926
4 C -0.0949
5 H 0.1747
6 H 0.1841
7 O -0.7287
8 P 2.3225

***

Record 5
# C17H31AsMgNP2Se

C17H31AsMgNP2Se as an isolated structure at a distorted geometry (ωB97M-V/def2-TZVPD, the Open Molecules 2025 dataset).

Summary:
net charge: +1
highest occupied orbital energy: -10.15 eV
Kohn-Sham gap: 7.23 eV
2S+1: 1

Element x y z (Å)
Mg -13.4002 9.1716 1.9453
C -12.2040 12.8797 3.1070
P -12.6282 11.7462 1.7938
C -13.5180 12.7561 0.5635
C -11.0831 11.5299 0.9557
C -10.6187 12.4869 0.0585
C -9.3066 12.4981 -0.4090
C -8.4548 11.4477 -0.0850
C -8.8777 10.4327 0.8340
C -10.1667 10.4317 1.2556
P -10.9441 8.8604 1.7273
C -10.4699 7.9589 0.1921
C -9.6244 8.3502 2.9392
H -11.4009 13.5760 2.7237
H -11.9450 12.3782 4.0459
H -13.0832 13.5365 3.2944
H -13.2815 13.8454 0.5202
H -14.6075 12.6790 0.9263
H -13.4980 12.2698 -0.4092
H -11.2871 13.2866 -0.1660
H -9.0145 13.1597 -1.1926
H -7.4780 11.3459 -0.5350
H -8.1441 9.6916 1.2276
H -9.4034 7.9028 0.0118
H -11.0606 8.3480 -0.6385
H -10.7328 6.9220 0.3484
H -8.6663 8.2393 2.3973
H -9.8781 7.3582 3.3648
H -9.5925 9.0329 3.7610
C -12.5621 5.7426 4.2211
C -14.0016 6.1736 4.5591
As -14.5497 7.9914 4.0375
C -16.5866 7.8300 3.9310
C -17.1780 8.4040 2.6331
C -14.3636 9.0431 5.7241
C -15.1974 8.7412 6.9511
H -12.2702 4.7704 4.6805
H -11.8597 6.4738 4.6087
H -12.5528 5.6698 3.1253
H -14.1461 6.0955 5.6526
H -14.6862 5.4804 4.0453
H -16.9478 8.3259 4.8290
H -16.7361 6.7378 4.0237
H -17.4511 9.4755 2.7699
H -18.1336 7.8883 2.4457
H -16.5565 8.2521 1.7491
H -14.3870 10.0956 5.3856
H -13.2766 8.8538 5.9383
H -16.2818 9.0290 6.7549
H -14.8055 9.1967 7.8728
H -15.1486 7.6606 7.1141
Se -15.7480 9.3173 -2.3061
C -15.0018 8.8793 -0.7365
N -14.5149 8.7234 0.3558

Atomic partial charges in e from the natural (NBO) method, atoms 1 to 8:
1 Mg 1.5528
2 C -0.9593
3 P 0.7538
4 C -0.9591
5 C -0.3814
6 C -0.1684
7 C -0.1932
8 C -0.1591

***

Record 6
# C17H31Cl3O2P2V

C17H31Cl3O2P2V as an isolated structure at a distorted geometry (ωB97M-V/def2-TZVPD, the Open Molecules 2025 dataset).

Summary:
highest occupied orbital energy (spin up / spin down): -7.58 / -7.94 eV
Kohn-Sham gap (spin up / spin down): 7.60 / 7.96 eV
energy relative to the best compared isomer or geometry (same formula, charge and spin): 0.0 kcal/mol
2S+1: 4

Element x y z (Å)
P -0.8748 -1.9980 -0.4710
P -0.8148 1.7955 -1.2681
C -1.6355 -0.6498 -1.6190
C -0.5044 0.2314 -2.1588
H -2.4084 0.0309 -1.0803
H -2.1517 -1.1727 -2.4372
H 0.4925 -0.1943 -1.9214
H -0.5175 0.4047 -3.2460
C -2.4104 2.4102 -1.9809
H -2.9130 3.0315 -1.2292
H -3.0637 1.5726 -2.2307
H -2.2126 3.0165 -2.8710
C 0.2860 2.8110 -2.4088
H -0.1939 2.9300 -3.3875
H 1.2681 2.3464 -2.5672
H 0.4528 3.8181 -2.0009
C -2.5551 -2.8687 -0.5279
H -2.5056 -3.7901 0.0719
H -2.6337 -3.1717 -1.5794
H -3.4863 -2.3091 -0.2522
C -0.0732 -2.8586 -1.8828
H 0.7911 -2.3061 -2.2658
H -0.8255 -2.9467 -2.6782
H 0.2587 -3.8549 -1.5610
V -2.3555 -0.6549 0.4789
C 3.1883 2.0572 0.2711
C 1.9009 1.9557 0.4999
C 1.1758 0.8020 1.1378
C 1.8562 -0.5283 1.5799
C 2.5735 -1.4967 0.6535
C 3.4522 -1.2539 -0.3285
C 4.1567 0.0227 -0.6581
C 4.1893 0.9994 0.5091
C -2.2083 -2.3338 2.0239
H 3.6169 3.0289 -0.0626
H 1.2704 2.8639 0.3338
H 0.3607 0.5184 0.4330
H 0.5913 1.2057 2.0177
H 2.3831 -0.3616 2.5489
H 0.9802 -1.1608 1.8104
H 2.3405 -2.5735 0.8250
H 3.8119 -2.0976 -0.9291
H 3.6774 0.4650 -1.5427
H 5.1814 -0.1260 -1.0289
H 4.0648 0.4633 1.4550
H 5.1466 1.5267 0.4922
H -1.4817 -1.7085 2.5816
H -1.8934 -3.3774 1.9190
H -3.1834 -2.2973 2.5036
Cl -1.9174 -0.1461 4.9479
C -2.2460 1.3199 3.9890
Cl -3.6822 2.1091 4.5630
Cl -0.8164 2.3749 4.0235
C -2.5561 0.8405 2.5201
O -3.5773 0.1129 2.4361
O -1.7694 1.1721 1.5497

Atomic partial charges in e from the natural (NBO) method, atoms 1 to 8:
1 P 0.9015
2 P 0.8830
3 C -0.6666
4 C -0.7486
5 H 0.1486
6 H 0.2383
7 H 0.2407
8 H 0.2314

***

Record 7
# C17H31F5IrP2

C17H31F5IrP2 as an isolated structure at a distorted geometry (ωB97M-V/def2-TZVPD, the Open Molecules 2025 dataset).

Summary:
net charge: +2
highest occupied orbital energy (spin up / spin down): -14.11 / -13.88 eV
Kohn-Sham gap (spin up / spin down): 8.67 / 5.68 eV
energy relative to the best compared isomer or geometry (same formula, charge and spin): 0.0 kcal/mol
2S+1: 6

Element x y z (Å)
P -2.4751 1.5607 0.0391
P 0.0128 -0.4099 -2.5325
C -2.1538 1.4739 -1.7532
C -1.7132 0.1603 -2.4616
H -1.4973 2.3125 -2.0323
H -3.1407 1.7302 -2.1811
H -2.3804 -0.6771 -2.1863
H -1.9222 0.3317 -3.5374
C 0.7640 0.5604 -3.9042
H 1.8235 0.2974 -4.0174
H 0.6822 1.6402 -3.7164
H 0.2401 0.3204 -4.8412
C -0.1201 -2.0187 -3.4400
H -0.3611 -1.8404 -4.4976
H -0.8956 -2.6564 -2.9897
H 0.8446 -2.5417 -3.3847
C -2.7947 3.3068 0.3862
H -2.7583 3.4781 1.4718
H -3.7997 3.5560 0.0127
H -2.0465 3.9332 -0.1198
C -4.1094 0.7838 0.2645
H -4.1660 -0.1859 -0.2522
H -4.8859 1.4466 -0.1347
H -4.3016 0.6183 1.3351
Ir 2.8831 -0.5108 3.3950
C 0.8223 -1.1791 -1.1174
C 1.1658 0.2596 -1.2432
C 0.7639 1.4450 -0.3839
C 0.1659 1.3042 1.0170
C -1.3673 0.9160 1.1811
C -1.6769 -0.5109 1.3237
C -1.3030 -1.5517 0.3947
C 0.2177 -1.7929 0.1311
C 1.2757 -0.2245 4.5127
H 1.6031 -1.8402 -1.5170
H 2.1589 0.4361 -1.6876
H 0.1485 2.1424 -0.9744
H 1.7022 2.0062 -0.2292
H 0.7888 0.6403 1.6385
H 0.2867 2.2920 1.4981
H -1.6654 1.4110 2.1341
H -2.2493 -0.7869 2.2110
H -1.8380 -1.4474 -0.5684
H -1.6867 -2.4908 0.8407
H 0.8285 -1.5222 1.0152
H 0.3328 -2.8792 0.0184
H 0.9013 -1.2120 4.8534
H 0.5021 0.3010 3.9203
H 1.6038 0.3770 5.3837
F 5.4802 -0.0306 2.4112
C 4.4531 -0.9619 2.2926
F 4.1411 -1.0581 0.9312
C 5.0243 -2.3587 2.7066
F 5.4896 -2.3963 3.9796
F 4.1287 -3.3560 2.5163
F 6.0732 -2.6008 1.8878

Atomic partial charges in e from the natural (NBO) method, atoms 1 to 8:
1 P 1.6334
2 P 1.5430
3 C -0.7486
4 C -0.7370
5 H 0.2652
6 H 0.2872
7 H 0.2679
8 H 0.2906

***

Record 8
# C17H32AgN4OTa

C17H32AgN4OTa as an isolated structure at a distorted geometry (ωB97M-V/def2-TZVPD, the Open Molecules 2025 dataset).

Summary:
net charge: +2
highest occupied orbital energy: -13.31 eV
Kohn-Sham gap: 4.09 eV
2S+1: 1

Element x y z (Å)
N -2.0696 -1.4272 0.3482
C -3.0797 -2.1591 0.4854
O -3.9060 -2.8238 1.0715
Ag -4.2609 -1.3967 -0.9810
Ta -0.4202 -0.2659 0.0116
N -0.0340 1.5810 -0.7279
N 0.9515 -1.2460 -1.0686
C -0.5380 2.3002 -1.9313
C 0.6425 -2.3626 -2.0051
C -0.6822 3.8286 -1.8697
C 0.3370 2.0232 -3.1467
C -1.9329 1.7922 -2.2408
C 0.1355 -3.5237 -1.1692
C 1.8413 -2.8509 -2.8251
C -0.4402 -1.9374 -2.9809
H -1.2805 4.1137 -1.0045
H -1.2304 4.1282 -2.7778
H 0.2787 4.3459 -1.8524
H 1.2991 2.5291 -3.0598
H -0.1994 2.3900 -4.0335
H 0.5030 0.9506 -3.2716
H -1.9507 0.7006 -2.4318
H -2.2544 2.3156 -3.1722
H -2.6204 2.0573 -1.4163
H 0.9141 -3.8228 -0.4562
H -0.0758 -4.3655 -1.8480
H -0.7702 -3.2505 -0.6167
H 2.6244 -3.2730 -2.1812
H 2.2379 -2.0456 -3.4566
H 1.4538 -3.6518 -3.4777
H -0.6483 -2.8046 -3.6287
H -0.0843 -1.1154 -3.6174
H -1.3760 -1.6512 -2.4808
C 1.1477 2.4617 -0.1737
H 1.6768 1.8823 0.6267
H 1.9157 2.7324 -0.9754
H 0.7218 3.4052 0.2968
C 2.3970 -0.9870 -0.9014
H 2.5615 -0.1989 -0.1629
H 2.9303 -1.9042 -0.5853
H 2.8403 -0.6408 -1.8529
C 1.4005 -2.2941 2.1669
C 0.7941 -1.1127 2.7830
C 0.6882 -0.7454 4.1183
C -0.0616 0.4262 4.1933
C -0.4363 0.7927 2.9075
C -1.2693 1.8982 2.4371
N 0.1331 -0.1363 2.0156
H 2.2767 -2.0706 1.5329
H 0.6849 -2.9035 1.5894
H 1.7685 -2.9443 2.9837
H 1.0703 -1.3652 4.9372
H -0.3982 0.9579 5.0945
H -1.7659 2.3556 3.3149
H -0.6784 2.7013 1.9606
H -2.0771 1.5888 1.7477

Atomic partial charges in e from the natural (NBO) method, atoms 1 to 8:
1 N -0.9017
2 C 0.6410
3 O -0.4027
4 Ag 1.0466
5 Ta 2.4227
6 N -0.7984
7 N -0.7381
8 C 0.1177

***

Calculated total energy / eV: -59743.5348; -27238.9757; -32263.2116; -37071.9089; -169824.5246; -104053.5546; -53111.3891; -31689.3783